161
Properties=species:S:1:pos:R:3:forces:R:3 method="wB97M-V/def2-TZVPD" homo_ha=-0.3250 smiles="COC[C@H](C)N.COC[C@H](C)N.COC[C@H](C)N.COC[C@H](C)N.COC[C@H](C)N.COC[C@H](C)N.COC[C@H](C)N.COC[C@H](C)N.COC[C@H](C)N.NC(N)=O" multiplicity=1 orbital_gap_ev=9.35 total_energy_ha=-2826.0085
C -1.6144 -2.4874 -2.7105 -0.84 -0.06 0.92
O -2.6856 -1.8362 -3.3868 0.43 -0.86 0.39
C -2.6135 -2.0968 -4.7852 -1.18 0.36 -0.09
C -3.9668 -2.6425 -5.2909 0.16 -0.14 -0.89
C -4.2071 -4.0514 -4.7754 -0.21 -0.28 0.91
N -3.9954 -2.6414 -6.7811 1.17 0.02 0.01
H -0.6767 -2.1451 -3.1403 0.36 -0.43 0.17
H -1.7569 -3.5756 -2.6473 0.36 -0.14 -1.02
H -1.6525 -2.2993 -1.6315 0.10 1.04 -0.28
H -2.3975 -1.1247 -5.2332 0.08 -0.21 -0.49
H -1.8420 -2.8241 -5.0448 0.19 0.11 0.09
H -4.7634 -1.9548 -4.9986 0.09 -0.16 0.45
H -3.8060 -4.8629 -5.3877 0.38 0.37 -0.27
H -5.2683 -4.2951 -4.6878 -0.01 0.20 0.17
H -3.7312 -4.1499 -3.7938 -0.35 -0.11 0.06
H -4.2273 -3.5727 -7.1079 -0.42 0.01 0.07
H -3.0121 -2.5961 -7.0646 -0.19 0.34 -0.21
C -1.5235 0.5423 2.2481 1.26 0.14 0.26
O -0.4722 0.9707 1.3716 -0.69 0.07 -1.05
C -0.8812 0.9529 0.0216 -0.36 0.59 -1.35
C 0.2855 1.0021 -0.9375 1.26 -0.30 0.10
C -0.0781 1.0760 -2.4048 -1.02 -0.37 -0.57
N 1.1865 -0.1537 -0.7857 -0.39 0.04 -0.16
H -1.3350 1.1953 3.1015 -0.39 -0.63 0.40
H -1.3316 -0.5225 2.4253 -0.39 0.15 0.44
H -2.5508 0.6863 1.9066 0.18 0.21 -0.39
H -1.5840 0.1467 -0.2188 0.34 -0.44 0.22
H -1.4234 1.8602 -0.2954 -0.30 0.18 0.75
H 0.8297 1.9294 -0.7029 -0.02 0.07 0.09
H 0.7961 1.1284 -3.0531 0.19 0.36 0.34
H -0.7773 1.8732 -2.6705 0.27 0.29 0.23
H -0.6007 0.1827 -2.7595 -0.05 -0.27 0.39
H 1.7666 -0.2150 -1.6140 0.27 0.10 0.16
H 1.7740 -0.0780 0.0347 -0.02 -0.14 0.00
C 4.6603 -6.3563 -1.8727 0.18 0.17 0.00
O 3.3179 -5.9444 -1.8904 0.09 0.36 -0.13
C 2.9110 -5.0244 -0.8778 0.39 -0.76 -0.20
C 2.0396 -3.9845 -1.5544 -0.54 0.73 0.11
C 2.8954 -3.0480 -2.4121 -0.22 -0.42 -0.68
N 1.1846 -3.2644 -0.6020 0.36 -0.21 0.90
H 4.9297 -6.8902 -0.9557 -0.17 -0.35 -0.10
H 5.3956 -5.5432 -1.9436 -0.31 0.32 -0.08
H 4.7733 -6.9594 -2.7709 0.19 -0.32 0.23
H 2.4267 -5.6282 -0.1036 -0.43 0.38 0.08
H 3.7916 -4.5698 -0.4076 -0.01 0.21 -0.08
H 1.3275 -4.4976 -2.2061 0.37 -0.29 -0.26
H 3.3448 -3.6231 -3.2275 0.23 -0.05 0.16
H 3.6829 -2.5341 -1.8600 -0.09 0.01 0.16
H 2.2667 -2.3190 -2.9307 -0.08 0.16 0.26
H 1.6260 -3.1878 0.3153 0.08 -0.09 -0.06
H 1.0763 -2.2719 -0.8101 -0.15 -0.01 -0.38
C 5.7967 -2.3815 3.1714 -0.34 -0.25 1.62
O 4.6323 -2.7564 3.9191 -0.19 -0.15 -0.92
C 3.4829 -2.8950 3.0912 0.22 0.27 -0.46
C 2.7416 -1.5626 2.9895 -0.87 -0.78 0.58
C 2.2345 -1.0868 4.3617 0.52 0.04 -0.64
N 1.6201 -1.7103 2.0455 0.13 0.66 0.03
H 6.4769 -2.1600 3.9958 0.49 0.08 -0.48
H 5.6615 -1.4830 2.5684 -0.13 -0.06 -0.15
H 6.1605 -3.2309 2.5917 0.05 0.10 -0.22
H 3.7556 -3.1946 2.0694 0.26 0.06 -0.01
H 2.8664 -3.7283 3.4386 -0.15 0.28 0.49
H 3.4532 -0.8494 2.5661 -0.09 0.15 -0.03
H 1.5842 -1.8619 4.7651 0.09 0.04 0.31
H 1.6310 -0.1845 4.2511 -0.01 0.02 -0.02
H 3.0834 -0.8519 5.0044 -0.16 -0.21 0.27
H 0.8922 -2.3536 2.3628 0.31 -0.16 0.33
H 1.1355 -0.8155 2.1144 -0.13 -0.04 -0.52
C -3.0323 1.9447 5.0447 0.35 -1.54 -0.21
O -4.1156 2.7355 5.4265 -0.08 0.36 -0.27
C -3.9540 3.4066 6.6368 -0.12 1.07 1.50
C -5.1404 4.3553 6.9070 0.80 -0.15 -0.11
C -4.8579 5.2209 8.1499 -0.26 -0.39 -0.65
N -6.3817 3.6124 7.1354 -0.08 -0.19 -0.28
H -2.6556 1.2774 5.8329 -0.28 0.46 0.20
H -2.1420 2.4154 4.6155 -0.31 0.84 0.08
H -3.4134 1.2514 4.2921 -0.03 0.13 -0.14
H -3.9490 2.6887 7.4719 0.58 1.48 -0.88
H -3.0333 4.0014 6.7059 0.16 -0.09 -0.42
H -5.2006 4.9608 6.0002 -0.48 0.18 0.05
H -3.9247 5.7816 8.1182 0.20 -0.33 -0.10
H -4.8653 4.4967 8.9662 0.18 0.41 0.45
H -5.6310 5.9740 8.2934 -0.25 -0.24 0.08
H -6.3620 2.7522 6.5950 -0.15 0.16 -0.26
H -6.4515 3.3000 8.0983 0.09 0.24 0.09
C -1.4433 4.4677 1.7791 -0.29 0.13 -0.68
O -0.7601 5.0692 0.6728 0.28 0.14 0.97
C 0.6409 5.1534 0.8346 0.54 -0.48 -1.17
C 1.1986 5.5852 -0.5274 0.64 1.02 0.94
C 2.6939 5.3471 -0.7557 -0.23 -0.50 0.66
N 1.0512 7.0677 -0.5953 -1.05 -0.47 -1.42
H -2.4141 4.9619 1.7684 -0.36 -0.70 -0.12
H -1.1043 4.6103 2.8115 0.88 0.42 -0.32
H -1.4174 3.3969 1.5733 -0.62 -0.12 0.30
H 0.8606 5.8893 1.6118 0.37 -0.12 0.07
H 1.1199 4.1809 1.0223 -0.40 -0.07 0.56
H 0.6704 5.0004 -1.2891 -0.35 0.29 0.01
H 2.9550 4.2888 -0.6555 -0.03 -0.01 -0.16
H 3.2932 5.9047 -0.0363 -0.05 0.09 -0.01
H 2.9513 5.6897 -1.7538 0.01 0.05 -0.01
H 0.1209 7.3342 -0.2703 0.09 -0.24 0.30
H 0.9370 7.2431 -1.5983 0.45 0.47 0.17
C 3.5769 0.4132 -4.6208 1.48 0.10 0.50
O 3.0206 1.4688 -3.8601 -0.65 -0.81 -0.21
C 3.7957 2.6295 -3.7399 0.59 0.83 0.60
C 3.1696 3.8132 -4.5242 1.17 -0.34 0.01
C 3.1446 3.5929 -6.0205 -0.58 -0.47 -1.21
N 3.9126 5.0638 -4.3119 0.22 -0.21 0.45
H 3.0422 -0.5313 -4.5436 -0.70 0.37 0.14
H 4.5511 0.1815 -4.1700 0.17 -0.05 -0.25
H 3.7506 0.6600 -5.6708 -0.21 0.16 -0.03
H 3.9003 2.8931 -2.6756 -0.92 0.11 0.09
H 4.8792 2.4924 -3.8906 -0.17 -0.33 -1.14
H 2.1473 3.8559 -4.1457 -0.07 0.46 -0.08
H 2.7709 4.4581 -6.5728 -0.37 0.14 0.46
H 2.5041 2.7559 -6.3087 -0.04 0.03 0.10
H 4.0831 3.4243 -6.5610 0.45 -0.17 0.80
H 4.8926 4.8244 -4.4506 0.01 0.27 -0.26
H 3.8862 5.3894 -3.3518 -0.23 -0.14 0.01
C -3.8366 0.8026 8.1830 -0.06 -0.60 0.78
O -3.5439 -0.2217 7.2715 -0.08 0.54 -1.09
C -2.3448 -0.9165 7.5378 0.36 0.07 1.87
C -1.9600 -1.8062 6.4062 -1.03 -1.38 -1.63
C -1.2591 -3.1083 6.7626 1.33 -0.05 0.80
N -1.2438 -1.1139 5.3210 -0.05 0.31 0.15
H -2.9445 1.3939 8.4159 0.14 -0.28 0.33
H -4.2892 0.3684 9.0789 0.26 0.05 0.35
H -4.5345 1.5510 7.8049 -0.44 -1.59 -0.15
H -1.4971 -0.2689 7.8146 -0.16 0.46 -0.48
H -2.5173 -1.4405 8.4919 0.10 -0.61 -0.30
H -2.9018 -2.1878 5.9810 -0.35 0.29 0.22
H -0.9134 -3.6680 5.8919 -0.40 0.19 -0.28
H -1.8527 -3.7845 7.3792 -0.31 0.19 -0.10
H -0.3283 -2.9581 7.3245 -0.07 0.29 0.06
H -1.2764 -1.7026 4.4904 0.28 -0.21 0.11
H -1.7780 -0.2975 5.0313 0.08 -0.04 0.27
C 1.2168 -2.6024 -6.4602 -0.24 -0.20 -0.52
O 0.0094 -1.8958 -6.6451 -0.21 0.17 -0.27
C 0.1210 -0.8061 -7.5725 -0.51 -0.02 1.42
C 0.6615 0.4809 -6.8771 0.51 -1.33 -1.83
C -0.2039 1.0658 -5.7886 -0.18 -1.23 0.81
N 0.9549 1.4771 -7.9040 -0.85 0.88 -1.11
H 1.9764 -1.9758 -5.9896 0.06 -0.25 0.34
H 1.6344 -2.9686 -7.4084 -0.07 0.23 -0.15
H 0.9618 -3.5092 -5.9139 0.22 0.23 0.47
H 0.7859 -1.1646 -8.3624 -0.03 0.51 -0.31
H -0.8895 -0.5997 -7.9345 0.02 -0.20 -0.25
H 1.6176 0.0993 -6.5119 0.08 0.61 0.57
H 0.4087 1.5756 -5.0492 -0.12 0.57 -0.30
H -0.6489 0.2446 -5.2154 0.19 -0.16 -0.05
H -1.0867 1.6223 -6.1032 0.38 0.41 -0.39
H 0.0637 1.8083 -8.2863 -0.08 0.40 0.76
H 1.2932 1.1209 -8.7992 0.78 -0.64 0.61
N -3.2211 -3.3518 2.0580 -0.26 0.23 0.16
C -1.8735 -3.3637 1.8273 0.28 0.48 1.02
N -1.5137 -3.7709 0.5983 0.02 -0.28 -0.57
O -1.1057 -2.9928 2.7305 -0.12 -0.62 -0.62
H -3.8868 -3.6994 1.3959 0.01 -0.22 -0.04
H -3.4991 -3.3052 3.0222 -0.03 0.17 -0.05
H -2.1970 -3.6617 -0.1296 -0.06 -0.28 -0.03
H -0.5515 -3.8876 0.2726 0.09 0.63 0.21